{"formula": "C22H54N4O14", "method": "ωB97M-V/def2-TZVPD", "charge": 0, "e_homo_ev": -9.75, "lumo_energy_ev": 0.08, "orbital_gap_ev": 9.83, "smiles": "CC#N.CC#N.CC#N.CC#N.OCCO.OCCO.OCCO.OCCO.OCCO.OCCO.OCCO", "symbols": ["C", "C", "N", "H", "H", "H", "C", "C", "N", "H", "H", "H", "C", "C", "N", "H", "H", "H", "C", "C", "N", "H", "H", "H", "O", "C", "C", "O", "H", "H", "H", "H", "H", "H", "O", "C", "C", "O", "H", "H", "H", "H", "H", "H", "O", "C", "C", "O", "H", "H", "H", "H", "H", "H", "O", "C", "C", "O", "H", "H", "H", "H", "H", "H", "O", "C", "C", "O", "H", "H", "H", "H", "H", "H", "O", "C", "C", "O", "H", "H", "H", "H", "H", "H", "O", "C", "C", "O", "H", "H", "H", "H", "H", "H"], "positions_angstrom": [[-2.8030, -3.3332, 2.9789], [-1.6745, -2.6436, 2.4142], [-0.8090, -2.0568, 1.9817], [-3.7356, -2.9061, 2.6600], [-2.6562, -3.4016, 4.0699], [-2.8648, -4.3504, 2.6002], [1.8473, -2.0199, 3.9093], [0.9097, -2.5837, 4.8198], [0.1707, -3.0815, 5.5282], [2.4056, -1.2682, 4.4189], [1.3894, -1.5098, 3.0771], [2.4776, -2.8547, 3.6008], [0.0034, -0.1637, -0.3457], [-1.2718, -0.7314, -0.6890], [-2.2471, -1.2040, -0.9778], [0.1498, -0.2637, 0.7248], [-0.0133, 0.8472, -0.5774], [0.8748, -0.6881, -0.8744], [3.7364, 2.8334, 2.4685], [2.9617, 1.7017, 1.9483], [2.5613, 0.7399, 1.5111], [4.2708, 3.3018, 1.6413], [4.4134, 2.4943, 3.2002], [3.0114, 3.5185, 2.9189], [-1.2047, 3.2849, 2.9379], [-0.4969, 2.3286, 3.6694], [0.2941, 3.0368, 4.7947], [1.4360, 3.8118, 4.3744], [-1.4536, 2.9070, 2.0481], [-1.1834, 1.6505, 4.2104], [0.1623, 1.7449, 3.0985], [0.6472, 2.4163, 5.6037], [-0.4429, 3.7295, 5.1953], [1.0615, 4.4868, 3.7313], [-2.2820, -6.3756, 0.2446], [-1.0309, -6.9556, 0.0652], [0.1188, -5.8406, 0.3230], [0.3159, -4.9343, -0.7423], [-2.6263, -5.8770, -0.4849], [-0.8555, -7.6487, 0.8874], [-0.9713, -7.5044, -0.8988], [1.0184, -6.3560, 0.6678], [-0.2342, -5.3975, 1.2259], [-0.5437, -4.5359, -0.9307], [4.0685, -1.2306, -3.0064], [3.1557, -1.6690, -4.0042], [2.1066, -2.5804, -3.4339], [2.7601, -3.8569, -2.9992], [3.8680, -1.8587, -2.2839], [2.7276, -0.7896, -4.5100], [3.6807, -2.2661, -4.8037], [1.2527, -2.7700, -4.1106], [1.6707, -2.1647, -2.5266], [2.1575, -4.2164, -2.3387], [1.3940, 4.5982, -0.0797], [0.5949, 5.7628, 0.0675], [0.7703, 6.3615, 1.4286], [0.1894, 5.6497, 2.4987], [0.8612, 3.9536, -0.6214], [0.8606, 6.5695, -0.6795], [-0.4623, 5.6228, -0.0711], [0.2777, 7.3211, 1.4062], [1.7999, 6.5341, 1.6755], [-0.3425, 4.9047, 2.1866], [-2.0815, 3.0540, 0.2422], [-3.3636, 2.5278, -0.1182], [-3.8240, 3.1788, -1.3968], [-3.0315, 2.7336, -2.5169], [-1.3340, 2.6986, -0.2748], [-3.4109, 1.4244, -0.2805], [-4.0034, 2.8606, 0.7040], [-3.8222, 4.2625, -1.4638], [-4.9112, 2.8366, -1.5564], [-3.0388, 1.7897, -2.5422], [3.2172, 3.6068, -2.3435], [2.6299, 2.2814, -2.3062], [1.2204, 2.1968, -2.7934], [0.3644, 2.9535, -1.8798], [2.7759, 4.1720, -1.7109], [3.1380, 1.5810, -2.9625], [2.6459, 1.8863, -1.2812], [0.8916, 1.1905, -2.9913], [1.1016, 2.7184, -3.7503], [-0.3759, 3.3375, -2.3697], [-2.1531, -3.9407, -1.7709], [-1.7641, -4.2376, -3.1051], [-2.4150, -3.2636, -4.1012], [-3.8303, -3.0644, -3.9358], [-2.0681, -2.9881, -1.6154], [-0.6548, -4.1555, -3.2337], [-2.0437, -5.2291, -3.2651], [-2.2914, -3.5579, -5.1213], [-1.9217, -2.2800, -4.0628], [-3.8739, -2.7975, -3.0200]], "forces_ev_per_angstrom": [[0.108, -1.060, 0.589], [-1.362, -0.698, 0.483], [1.623, 0.978, -0.765], [-0.351, 0.646, 0.247], [-0.384, 0.232, -0.403], [0.368, -0.225, -0.086], [0.555, -0.134, -0.392], [-0.371, 0.159, -0.211], [-0.894, -0.522, 0.821], [0.777, 0.403, 0.432], [-0.319, -0.242, -0.385], [0.242, 0.368, -0.327], [1.409, -1.989, 0.154], [3.085, 1.035, 0.661], [-3.353, -1.354, -1.069], [0.131, -0.135, 0.051], [0.263, 1.983, -0.618], [-1.363, 0.738, 0.715], [-1.586, 0.520, -1.007], [1.946, 1.923, 0.882], [-1.462, -2.089, -0.963], [-0.074, 0.012, 0.068], [0.799, -0.435, 0.903], [0.390, 0.049, 0.003], [-0.422, -0.168, -1.715], [0.098, 0.041, 2.613], [-0.188, 1.154, -0.812], [-1.239, 0.298, -1.096], [0.111, 0.601, 1.091], [0.035, 0.063, -0.298], [0.933, -0.832, -1.179], [-0.064, -0.603, -0.042], [-0.131, 0.162, 0.449], [0.619, -0.632, 0.844], [-0.957, -0.318, 1.228], [1.999, 1.263, -0.236], [-1.343, -2.249, -0.666], [0.512, -0.298, 0.320], [0.250, 0.358, -0.824], [-0.353, -0.259, -0.039], [0.302, 0.413, 0.428], [0.395, 0.168, -0.875], [-0.450, 1.025, 0.664], [-0.236, 0.110, -0.010], [-0.809, -0.756, 0.408], [0.547, -0.493, -1.224], [-0.083, -1.484, 0.739], [-0.839, 1.801, -0.766], [0.788, 0.505, -0.160], [-0.093, -0.237, 0.253], [-0.228, 0.564, 0.668], [0.605, -0.059, -0.082], [-0.072, 0.395, 0.137], [0.000, -0.289, 0.155], [-1.063, -0.441, -0.498], [1.049, 1.137, -0.362], [-0.482, 0.362, 0.207], [0.082, -0.520, 0.193], [0.929, 0.589, 0.468], [0.063, -0.806, 0.551], [-0.665, -0.691, -0.188], [-0.114, 0.656, -0.114], [0.735, -0.003, -0.053], [-0.115, -0.083, 0.153], [0.807, -0.628, 0.294], [0.301, 0.871, -0.321], [-1.797, -1.441, -1.297], [0.159, 1.342, 0.406], [-0.697, 0.044, -0.116], [0.283, 0.629, 0.497], [-0.113, -0.440, -0.097], [0.243, 0.033, 0.488], [1.280, 0.537, 0.151], [-0.139, -1.066, -0.042], [-0.186, -1.641, -0.881], [-0.034, 0.529, 0.533], [-0.678, 2.281, -0.590], [-0.531, -0.896, -0.171], [-0.395, 0.108, 0.554], [0.869, 0.264, 0.088], [0.234, -0.041, -0.095], [-0.259, -0.626, 0.583], [0.412, -0.100, -0.065], [0.025, -0.187, -0.019], [0.140, -0.140, 0.073], [0.729, 2.079, -0.386], [-0.442, 0.568, 0.065], [1.150, -0.438, 0.066], [-0.110, 0.097, 0.187], [-0.667, -0.130, 0.102], [-0.526, -1.645, -0.441], [0.235, -0.659, -0.603], [0.082, -0.081, 0.376], [-0.664, 0.169, 0.546]], "lowdin_charge": [-0.04, -0.25, 0.18, 0.08, 0.09, 0.08, -0.08, -0.32, 0.13, 0.07, 0.03, 0.10, -0.06, -0.26, 0.17, 0.03, 0.02, 0.11, -0.03, -0.26, 0.15, 0.09, 0.07, 0.06, -0.08, -0.24, -0.20, -0.11, 0.08, 0.12, 0.08, 0.11, 0.11, 0.07, -0.07, -0.23, -0.21, -0.08, 0.06, 0.11, 0.12, 0.11, 0.09, 0.03, -0.07, -0.26, -0.21, -0.07, 0.09, 0.11, 0.13, 0.11, 0.09, 0.05, -0.09, -0.24, -0.24, -0.07, 0.04, 0.14, 0.11, 0.11, 0.12, 0.06, -0.09, -0.21, -0.23, -0.07, 0.07, 0.12, 0.13, 0.12, 0.14, 0.06, -0.04, -0.21, -0.19, -0.11, 0.05, 0.11, 0.11, 0.10, 0.13, 0.10, -0.11, -0.20, -0.22, -0.05, 0.01, 0.12, 0.11, 0.11, 0.11, 0.06]}